Entry 1:
Computed, not measured: the molecule C5H7ClO, with the ωB97M-V functional and the def2-TZVPD basis.

Its molecular weight is 118.56 g/mol. Its energy above the lowest of the compared OMol25 structures with the same formula, charge and spin is 63.1 kcal/mol. The calculation puts the HOMO energy at -7.77 eV. Its electronic energy is -730.03328 a.u.

Each line ends with the Mulliken charge.
Element x y z (Å)
C -1.14375 0.96706 0.73217  -0.804
C -0.74967 1.64317 -0.32360  0.097
C -0.22806 -0.16818 1.08267  -0.408
C 0.81856 -0.39948 0.04421  0.804
C 0.59882 -1.49496 -0.96695  -1.304
O 0.27203 1.37515 -1.02894  -0.603
Cl 2.41360 0.02283 0.35485  -0.129
H -1.83285 1.44382 1.42480  0.296
H -1.22986 2.52542 -0.67518  0.436
H 0.16692 0.31402 2.06076  0.261
H -0.73107 -1.21352 1.18495  0.262
H 1.31767 -2.25217 -0.96840  0.419
H 0.76014 -0.94996 -1.98533  0.297
H -0.43249 -1.81320 -0.93600  0.374

Force components x, y, z for each atom (eV/Å):
C -1.2 -0.1 0.4
C -0.2 1.1 -0.6
C 0.1 -0.5 2.1
C -1.3 1.6 -1.2
C -0.5 3.4 -2.1
O 2.1 -3.0 -0.2
Cl 0.7 0.0 0.2
H 0.0 -0.7 0.0
H -0.8 0.9 0.1
H 0.1 -1.9 -1.2
H 0.6 1.9 0.4
H 1.0 -1.3 0.5
H -0.4 -1.0 1.6
H -0.1 -0.3 0.0

Entry 2:
Computed, not measured: the molecule C5H7ClO2, with the ωB97M-V functional and the def2-TZVPD basis.

Its molecular weight is 134.56 g/mol. Its energy above the lowest of the compared OMol25 structures with the same formula, charge and spin is 73.4 kcal/mol. The calculation puts the HOMO energy at -10.05 eV. The structure (SMILES) is ClC[C@@]12COC[C@@H]1O2. Its electronic energy is -805.27095 a.u.

Each line ends with the Mulliken charge.
Element x y z (Å)
Cl 2.97159 -0.45670 -0.23481  -0.217
C 1.69007 0.81931 -0.01174  -0.517
C 0.37898 0.24831 0.11823  0.714
C -0.89426 1.15325 -0.04372  -0.481
O -1.93699 0.14147 -0.41889  -0.396
C -1.45251 -1.28395 -0.30307  -0.475
C -0.04765 -1.15222 0.08587  -0.051
O 0.24472 -0.44543 1.27849  -0.464
H 1.91766 1.49843 -0.93000  0.317
H 1.94834 1.29908 1.03756  0.256
H -1.16759 1.61719 0.95672  0.219
H -0.80769 2.22833 -0.71768  0.260
H -1.40655 -1.85425 -1.27559  0.256
H -2.19536 -1.82131 0.42375  0.230
H 0.75724 -1.99152 0.03488  0.347

Force components x, y, z for each atom (eV/Å):
Cl -0.2 0.1 0.2
C 3.7 2.1 -0.3
C -2.2 1.8 -1.0
C -0.2 0.9 -0.5
O 1.0 0.1 -0.1
C -1.7 0.7 0.1
C 2.9 -2.0 0.7
O -1.0 -0.9 2.6
H -0.9 -0.9 2.0
H -0.4 -0.5 -2.4
H 0.3 -1.0 -0.9
H -0.3 -3.7 0.9
H -0.7 0.9 0.6
H 1.6 1.0 -1.2
H -1.9 1.4 -0.8

Entry 3:
Computed, not measured: a structure of composition C5H7F, with the ωB97M-V functional and the def2-TZVPD basis.

Its molecular weight is 86.11 g/mol. Its energy above the lowest of the compared OMol25 structures with the same formula, charge and spin is 99.8 kcal/mol. The calculation puts the HOMO energy at -9.11 eV. Its electronic energy is -294.39456 a.u.

Each line ends with the Mulliken charge.
Element x y z (Å)
C 0.22808 1.13123 -1.31296  -1.091
C 0.33599 -0.08204 -0.33249  0.443
C 1.59813 -0.49846 -0.08134  -0.620
C -0.96816 -0.65571 0.21333  -0.441
C -1.07420 -0.58420 1.65454  -0.022
H -0.51339 1.66122 -0.53183  0.235
H 1.08312 1.54234 -1.69901  0.454
H -0.50400 0.97967 -2.18456  0.243
H 1.89015 -1.06668 0.96461  0.230
H 2.27753 0.01421 -0.73421  0.288
H -1.81814 -1.11682 -0.53273  0.255
H -0.46983 0.25355 2.53518  0.289
F -2.06528 -1.57831 2.04146  -0.264

Force components x, y, z for each atom (eV/Å):
C -6.5 -2.1 2.2
C 0.2 -0.1 -1.8
C -1.2 -0.6 3.3
C 0.5 0.9 3.4
C -0.6 -0.8 -3.2
H 2.1 0.5 -2.1
H 2.1 1.3 -0.2
H 1.0 -0.2 1.1
H -0.6 1.0 -3.3
H 1.1 -0.2 0.4
H 2.5 0.9 2.4
H -2.2 -3.4 -3.0
F 1.6 2.6 0.7

What are the orbital gap values for these records? In order: 7.48 10.87 9.80 eV.